# C24H59INO8

9 unconnected molecules or ions with the total composition C24H59INO8 (ωB97M-V/def2-TZVPD, the OMol25 dataset).

As for the charge: +1. As for the HOMO-LUMO gap: 0.277 Ha. Its largest force on an atom is 4.17 eV/Å. The value obtained for the LUMO energy is -4.102 eV.

Each line ends with the Mulliken charge.
CARTESIAN COORDINATES (ANGSTROEM)
C -1.76387 -0.22389 3.08832  -0.898
C -2.62793 0.41892 1.89200  -0.132
I -3.94737 1.97626 2.66903  0.047
C -1.70780 0.92022 0.63613  -0.038
C -1.22348 2.43736 0.84895  0.286
C -0.26386 2.80298 2.01901  -0.001
C 0.15369 4.29958 2.18262  -0.752
C -0.42217 5.34524 1.19121  -0.115
N -1.29401 4.96421 0.10547  0.041
C -1.69293 3.58766 -0.10165  -0.500
H -2.45577 -0.95896 3.64227  0.383
H -1.36129 0.54172 3.84194  0.309
H -0.94067 -0.86294 2.60873  0.161
H -3.31185 -0.42720 1.50026  0.092
H -0.85185 0.16866 0.55343  0.006
H -2.39953 0.88504 -0.27598  0.271
H 0.13557 1.99290 2.72706  0.271
H 0.86986 4.62121 3.01550  0.379
H -0.15312 6.45270 1.31936  0.237
H -1.64333 5.70214 -0.52422  0.335
H -2.37121 3.37807 -0.99511  0.470
C 2.74215 -0.94072 0.92174  -0.860
C 2.80142 0.37485 1.66958  -0.262
O 1.84123 0.37814 2.72159  -0.464
H 1.74250 -1.10129 0.50831  0.144
H 3.46884 -0.95994 0.10664  0.343
H 2.94671 -1.77732 1.59427  0.297
H 2.57426 1.20743 0.99900  0.279
H 3.79489 0.53900 2.09835  0.270
H 2.05478 -0.35571 3.31372  0.288
C 0.86463 -4.42196 -1.25959  -0.981
C 0.10801 -4.33501 0.05075  -0.284
O -0.13344 -2.97412 0.38922  -0.365
H 1.81696 -3.88948 -1.18861  0.197
H 1.06143 -5.46249 -1.52845  0.372
H 0.29547 -3.95162 -2.06705  0.322
H 0.68875 -4.78600 0.85808  0.289
H -0.85217 -4.85618 -0.01683  0.215
H -0.65574 -2.58453 -0.32571  0.224
C -0.02070 10.30570 0.34788  -1.048
C 0.07974 9.47502 1.61153  -0.159
O 0.98308 8.38943 1.41667  -0.545
H -0.36447 9.69162 -0.48898  0.268
H -0.71459 11.13846 0.48251  0.328
H 0.95837 10.70546 0.06874  0.319
H -0.89594 9.05992 1.87481  0.274
H 0.43457 10.08098 2.45034  0.302
H 1.84570 8.76417 1.19306  0.289
C 7.41264 -2.34981 -0.02259  -1.099
C 6.50984 -1.80559 1.06657  -0.132
O 5.34329 -2.61270 1.18756  -0.450
H 6.88746 -2.37519 -0.97969  0.287
H 8.30984 -1.73515 -0.12880  0.350
H 7.71444 -3.37721 0.20250  0.297
H 6.19320 -0.78757 0.82752  0.239
H 7.02710 -1.78890 2.03138  0.277
H 5.63065 -3.50901 1.40761  0.266
C -5.42169 -2.89277 0.47546  -1.027
C -4.74124 -2.31953 -0.75122  -0.458
O -3.47313 -2.93848 -0.94070  -0.444
H -4.80300 -2.73934 1.36434  0.269
H -6.39488 -2.42293 0.63738  0.342
H -5.56524 -3.97210 0.36973  0.450
H -4.57966 -1.24519 -0.63265  0.270
H -5.34839 -2.47988 -1.64741  0.334
H -3.62527 -3.88655 -1.05340  0.289
C -1.32342 4.34793 -3.70035  -0.626
C -2.36962 4.14817 -4.78004  -0.319
O -1.96881 3.11181 -5.66501  -0.500
H -0.35736 4.60110 -4.14423  0.316
H -1.61777 5.14804 -3.01495  0.108
H -1.17864 3.42736 -3.12606  0.194
H -2.49503 5.06180 -5.36436  0.299
H -3.33777 3.88242 -4.34268  0.263
H -1.86833 2.30413 -5.14361  0.292
C 8.13490 -4.63608 -4.80059  -1.054
C 7.37409 -4.55315 -3.49234  -0.201
O 7.12609 -3.19343 -3.15309  -0.496
H 9.08463 -4.09998 -4.72648  0.282
H 8.33665 -5.67562 -5.06971  0.325
H 7.56638 -4.16743 -5.60933  0.328
H 7.95434 -5.00255 -2.68364  0.275
H 6.41619 -5.07830 -3.56331  0.268
H 6.60507 -2.80478 -3.86852  0.268
C -7.20171 -4.91134 3.23438  -0.923
C -8.23863 -5.11608 2.14788  -0.282
O -7.82270 -6.14655 1.25992  -0.519
H -6.23510 -4.64771 2.79673  0.195
H -7.50702 -4.11752 3.92056  0.295
H -7.05225 -5.83200 3.80592  0.380
H -8.36874 -4.20100 1.56599  0.233
H -9.20648 -5.39207 2.57802  0.329
H -7.71838 -6.95497 1.77937  0.304